Entry 1:
C3H5PS in the gas phase. Source: the OMol25 dataset; level of theory: wB97M-V/def2-TZVPD.

```
10
Properties=species:S:1:pos:R:3
P 1.75807 1.13083 -0.41083
H 0.95056 -1.07965 -1.05854
S -1.73643 1.31348 0.38463
C 0.59681 -0.32255 -0.34646
H -1.66378 -1.04387 -0.39686
H 1.88355 -0.44112 1.78131
H -1.25007 0.79009 1.43308
H -1.23887 -0.14016 -1.57170
C -1.07245 -0.09692 -0.53865
C 1.77260 -0.11013 0.72402
```

## Properties
- orbital gap (Eh) = 0.3311
- DFT total energy (eV) = -23312.3060
- energy above the lowest of the compared OMol25 structures with the same formula, charge and spin (kJ/mol) = 275.56
- SMILES = SC[C@@H]1C=P1


Entry 2:
C3H5PS in the gas phase. Source: the OMol25 dataset; level of theory: wB97M-V/def2-TZVPD.

```
10
Properties=species:S:1:pos:R:3
H 0.34406 -1.68048 0.65017
H -3.24107 1.05724 0.66424
S 1.07261 1.74250 0.16152
C -2.16835 0.99834 0.52001
C 0.46280 0.27161 -0.00295
P -1.46952 -0.05624 -0.55242
H -1.67293 1.41229 1.28027
H 1.79807 -1.25920 -0.28822
H 1.76329 -0.72530 1.35190
C 1.13025 -0.94584 0.50323
```

## Properties
- orbital gap (alpha / beta) (Eh) = 0.2386 / 0.2771
- DFT total energy (eV) = -23311.7198
- spin multiplicity = 3
- energy above the lowest of the compared OMol25 structures with the same formula, charge and spin (kJ/mol) = 87.24


Entry 3:
2 unconnected molecules or ions with the total composition C3H6. Source: the OMol25 dataset; level of theory: wB97M-V/def2-TZVPD.

```
9
Properties=species:S:1:pos:R:3
H -1.10158 1.62692 0.04622
C -0.22792 -0.11859 -0.11267
H 1.78071 -0.95284 -0.03896
H -2.21668 0.42999 -0.61514
H 1.81481 0.68610 -0.06948
H -1.06751 -2.21289 -0.75959
C -1.24846 0.64331 -0.32100
H 1.09756 -0.01109 1.51741
C 1.16906 -0.09093 0.35321
```

## Properties
- orbital gap (alpha / beta) (Eh) = 0.3035 / 0.3734
- DFT total energy (eV) = -3202.5675
- energy above the lowest of the compared OMol25 structures with the same formula, charge and spin (kJ/mol) = 471.94


Entry 4:
2 unconnected molecules or ions with the total composition C3H6. Source: the OMol25 dataset; level of theory: wB97M-V/def2-TZVPD.

```
9
Properties=species:S:1:pos:R:3
H -0.20151 -1.71696 -1.88284
H 1.14924 -1.89158 -0.87336
C -0.83385 1.51662 1.56765
C -0.16568 0.48677 1.37984
H -1.77752 1.96657 1.21612
H 0.20041 -0.76954 -0.35474
H -0.09191 2.02053 2.19587
H 1.16641 -0.45212 -1.93168
C 0.55441 -1.16028 -1.31686
```

## Properties
- orbital gap (Eh) = 0.3950
- DFT total energy (eV) = -3203.6607
- energy above the lowest of the compared OMol25 structures with the same formula, charge and spin (kJ/mol) = 366.47


Entry 5:
C3H6BBrO2 in the gas phase. Source: the OMol25 dataset; level of theory: wB97M-V/def2-TZVPD.

```
13
Properties=species:S:1:pos:R:3
C -0.04987 2.30312 -0.06749
O 0.56610 -2.44292 -0.96708
C 0.77331 -0.12262 -0.43010
C -0.05871 0.99756 0.09830
H 0.40529 -3.43602 -1.06865
O 0.62187 -1.91615 1.40437
Br 2.69613 0.34430 0.05193
H -1.01837 0.67354 0.48514
H -0.65818 2.96707 0.46224
H 0.85017 -0.16465 -1.48275
H 0.77389 2.84036 -0.60635
B 0.55129 -1.62278 0.05054
H 0.32159 -2.73973 1.76110
```

## Properties
- orbital gap (Eh) = 0.3504
- DFT total energy (eV) = -78023.5097
- energy above the lowest of the compared OMol25 structures with the same formula, charge and spin (kJ/mol) = 31.27
- SMILES = C=C[C@@H](Br)B(O)O


Entry 6:
2 unconnected molecules or ions with the total composition C3H6BClO2. Source: the OMol25 dataset; level of theory: wB97M-V/def2-TZVPD.

```
13
Properties=species:S:1:pos:R:3
C -0.64352 -0.82065 0.41610
O 1.99120 1.25605 0.89762
H -1.97003 0.92823 0.40245
H -0.75665 -0.71148 1.51437
C 0.39530 -1.25647 -0.31003
B 1.74841 1.53038 -0.32846
H -1.54544 0.20762 -1.38180
C -1.73141 0.00241 -0.29228
Cl 1.67644 -1.90610 0.66855
O 1.45539 1.93596 -1.45499
H -2.73344 -0.62269 -0.23224
H 1.49760 0.69966 1.42665
H 0.61614 -1.24291 -1.32594
```

## Properties
- orbital gap (Eh) = 0.3721
- DFT total energy (eV) = -20502.8570
- energy above the lowest of the compared OMol25 structures with the same formula, charge and spin (kJ/mol) = 142.59
- SMILES = C/C=C/Cl.O=BO


Entry 7:
2 unconnected molecules or ions with the total composition C3H6BNO2. Source: the OMol25 dataset; level of theory: wB97M-V/def2-TZVPD.

```
13
Properties=species:S:1:pos:R:3
O 0.56742 -0.72092 -0.34479
H 1.29648 2.88023 -0.77121
O 0.33063 1.64461 0.33058
H 1.82663 2.90388 0.88896
H -1.30148 -2.27618 0.33455
C 1.01436 2.84900 0.25063
N -3.50419 -2.34147 0.93662
H -0.09335 -2.17271 -1.76540
H 0.18838 3.59566 0.65221
H 1.00396 -2.54567 -0.35448
C 0.20660 -1.93475 -0.76825
B 0.86878 0.46817 -0.14294
C -2.40424 -2.34984 0.75351
```

## Properties
- orbital gap (alpha / beta) (Eh) = 0.2351 / 0.2875
- DFT total energy (eV) = -9465.2653
- energy above the lowest of the compared OMol25 structures with the same formula, charge and spin (kJ/mol) = 641.15


Entry 8:
2 unconnected molecules or ions with the total composition C3H6Br2N. Source: the OMol25 dataset; level of theory: wB97M-V/def2-TZVPD.

```
12
Properties=species:S:1:pos:R:3
H -0.59535 0.23936 1.52970
C -0.88273 -0.42100 -3.22810
H 1.01985 -0.07440 -0.28817
N -0.83560 -0.36365 0.77262
C 0.29807 -0.85610 0.00127
H -1.66631 -1.98204 -1.73732
Br 1.15730 -2.43787 0.64959
C -1.20077 -1.27256 -2.31336
H -1.61699 -0.02146 0.19074
H -1.20278 -1.13877 1.26035
H -0.09663 0.37974 -3.06227
Br -1.75920 -0.23775 -4.91580
```

## Properties
- orbital gap (alpha / beta) (Eh) = 0.3186 / 0.2599
- DFT total energy (eV) = -144771.0407
- energy above the lowest of the compared OMol25 structures with the same formula, charge and spin (kJ/mol) = 440.73
- charge = +1


Entry 9:
C3H6Br2N2 in the gas phase. Source: the OMol25 dataset; level of theory: wB97M-V/def2-TZVPD.

```
13
Properties=species:S:1:pos:R:3
Br 2.44715 1.71145 0.17127
N 0.97490 -1.24363 -0.55147
H -0.63391 2.24463 0.23698
C -0.36777 -1.32895 -0.06291
H -1.15988 0.09796 -1.21316
C -0.18746 1.28853 0.28410
N 0.95068 1.39036 -0.61350
Br 2.43389 -1.61273 0.25878
H -0.40712 -1.88448 0.85065
H 0.11369 1.05700 1.32281
H -2.11043 0.04384 0.25308
C -1.02965 0.08259 -0.20821
H -1.02410 -1.84658 -0.72843
```

## Properties
- orbital gap (alpha / beta) (Eh) = 0.3122 / 0.2950
- DFT total energy (eV) = -146267.7704
- energy above the lowest of the compared OMol25 structures with the same formula, charge and spin (kJ/mol) = 230.51


Entry 10:
2 unconnected molecules or ions with the total composition C3H6Br2O. Source: the OMol25 dataset; level of theory: wB97M-V/def2-TZVPD.

```
12
Properties=species:S:1:pos:R:3
C 0.19567 -1.14571 2.27134
C -1.11382 0.85841 -1.15364
H 1.12612 -1.30867 0.60117
H -0.94962 1.55097 -0.38265
H 0.18212 -2.23063 2.40259
C -2.20920 -0.10630 -0.63654
H -0.30712 0.35305 -1.58103
H -0.31069 -0.60614 3.03764
H -1.50044 1.36124 -2.00832
Br -2.05915 -1.82795 -1.24476
O 0.64312 -0.67257 1.16690
Br -2.66060 0.21027 1.21446
```

## Properties
- orbital gap (alpha / beta) (Eh) = 0.2328 / 0.3210
- DFT total energy (eV) = -145336.3328
- energy above the lowest of the compared OMol25 structures with the same formula, charge and spin (kJ/mol) = 395.27


Entry 11:
A molecular structure, C3H6Br3NO3S. Source: the OMol25 dataset; level of theory: wB97M-V/def2-TZVPD.

```
17
Properties=species:S:1:pos:R:3
C 4.02435 1.85158 -1.19713
Br 2.28434 1.16222 -0.66687
Br 4.08397 2.28606 -3.09231
C -3.64445 -1.48900 1.56242
H -4.28448 -0.51010 1.79257
O 0.84504 -0.53527 -0.24260
O -0.33497 -1.26389 1.94761
H -0.18709 0.85048 -1.24810
H -3.47538 -2.23371 2.44897
O -1.86708 -0.89068 -0.26113
H -0.02362 1.11832 0.45525
S -0.43029 -1.52582 0.40016
Br 4.57471 3.35508 -0.09218
H 4.75058 1.04927 -1.03003
C -3.06362 -1.62375 0.18373
N 0.42397 0.73139 -0.40438
H -3.67598 -2.33218 -0.55597
```

## Properties
- orbital gap (Eh) = 0.2381
- DFT total energy (eV) = -231791.7882


Entry 12:
A molecular structure, C3H6Br3O3S. Source: the OMol25 dataset; level of theory: wB97M-V/def2-TZVPD.

```
16
Properties=species:S:1:pos:R:3
H 1.89643 -0.09496 1.38025
O 0.06043 -1.40799 0.90324
Br -0.26759 -0.35804 -2.16912
H 0.35515 2.00851 1.95336
Br 2.69935 -1.45338 -1.86505
H -0.12284 1.30839 0.37346
O -2.50660 0.94328 0.98464
H -0.18035 -1.01114 0.02709
Br 0.98264 -2.17282 -4.45148
C -1.59871 1.03602 1.97543
H 1.71718 0.02698 -3.59310
H -3.07682 0.16753 1.09738
C -0.15659 1.18375 1.45597
O -1.82434 1.03464 3.14239
C 1.35775 -0.87172 -3.11134
S 0.66492 -0.33906 1.89688
```

## Properties
- orbital gap (Eh) = 0.3450
- DFT total energy (eV) = -230304.6845
- charge = +1


Entry 13:
2 unconnected molecules or ions with the total composition C3H6BrI. Source: the OMol25 dataset; level of theory: wB97M-V/def2-TZVPD.

```
11
Properties=species:S:1:pos:R:3
H 1.56195 1.13812 -1.32279
Br 2.40742 0.37511 1.22375
I 1.44876 -3.40561 -0.29681
C 0.80220 0.00021 0.42642
H -0.15449 -0.83738 2.01409
H -1.20664 -0.85941 0.55426
H 0.38746 -0.36480 -1.56299
C -0.48605 -0.22013 1.18902
C 0.65262 0.43388 -0.95276
H -0.79521 0.73000 1.44089
H -0.23421 0.96077 -1.23221
```

## Properties
- orbital gap (alpha / beta) (Eh) = 0.3112 / 0.1843
- DFT total energy (eV) = -81348.6413
- energy above the lowest of the compared OMol25 structures with the same formula, charge and spin (kJ/mol) = 283.01


Entry 14:
A molecular structure, C3H6BrO4S. Source: the OMol25 dataset; level of theory: wB97M-V/def2-TZVPD.

```
15
Properties=species:S:1:pos:R:3
C -0.50535 -1.41044 -1.20316
O 2.07450 -0.78746 0.98401
C -1.75487 -0.95070 -0.54537
O 1.55320 2.28477 1.46379
Br 2.37447 0.74838 -1.34550
O -0.37166 0.83108 1.89184
S 0.43518 1.24686 0.76499
C 1.46350 -0.12689 0.16343
O -0.22806 1.99744 -0.26475
H -1.85239 -1.37683 0.45190
H -0.22713 -0.95385 -2.13630
H -1.76362 0.13580 -0.45455
H 1.59316 2.00897 2.37958
H -2.64502 -1.23855 -1.12592
H -0.14591 -2.40857 -1.02400
```

## Properties
- orbital gap (alpha / beta) (Eh) = 0.2712 / 0.2373
- DFT total energy (eV) = -92274.6920
- energy above the lowest of the compared OMol25 structures with the same formula, charge and spin (kJ/mol) = 361.83
- charge = -1


Entry 15:
C3H6Cl2 in the gas phase. Source: the OMol25 dataset; level of theory: wB97M-V/def2-TZVPD.

```
11
Properties=species:S:1:pos:R:3
Cl 1.19147 -1.88434 1.04951
H -0.54150 -0.78170 -1.61661
Cl -1.63843 -1.23983 1.47187
C -0.03252 0.25054 -1.49657
H 1.00778 0.18423 -1.71967
H 0.22448 -0.03644 2.17505
H -0.36979 0.98140 -2.20718
H -0.89505 1.18299 0.61068
H 0.99222 1.21924 0.39365
C 0.05970 -0.54508 1.18822
C 0.00164 0.66899 0.15104
```

## Properties
- orbital gap (Eh) = 0.4256
- DFT total energy (eV) = -28252.3246
- energy above the lowest of the compared OMol25 structures with the same formula, charge and spin (kJ/mol) = 110.22
- SMILES = CCC(Cl)Cl


Entry 16:
2 unconnected molecules or ions with the total composition C3H6Cl2N. Source: the OMol25 dataset; level of theory: wB97M-V/def2-TZVPD.

```
12
Properties=species:S:1:pos:R:3
C 0.96891 0.84035 -0.43380
Cl 4.75817 1.40964 0.14534
C 0.07971 -1.26188 0.26295
N 0.08050 -0.28820 -0.53380
C 3.71174 -0.00255 0.19471
H -0.58274 -2.07671 0.08693
H -0.69048 0.02374 -1.14668
H 0.90653 -1.36744 0.95370
H 1.92288 0.29804 -0.48024
H 1.00091 1.34853 0.51410
H 0.85428 1.50966 -1.26990
Cl 4.53842 -1.44622 -0.06410
```

## Properties
- orbital gap (Eh) = 0.2910
- DFT total energy (eV) = -29732.2488
- energy above the lowest of the compared OMol25 structures with the same formula, charge and spin (kJ/mol) = 329.09
- charge = +1


Entry 17:
2 unconnected molecules or ions with the total composition C3H6Cl2NP. Source: the OMol25 dataset; level of theory: wB97M-V/def2-TZVPD.

```
13
Properties=species:S:1:pos:R:3
N -0.06217 -0.55035 1.08621
P -1.21510 2.61373 0.68063
H 1.98713 -1.18166 1.14907
H -1.37003 -0.64771 -0.47536
H 0.63511 0.41622 -1.25409
H 1.36549 -1.40810 -1.35708
C 1.32927 -0.39534 0.62380
H -0.45102 -2.13559 -0.36118
Cl -2.83066 1.74486 1.49576
H 1.83447 0.61272 0.79796
C -0.43991 -1.05560 -0.24580
C 0.88601 -0.56484 -0.86792
Cl -1.66857 2.55165 -1.27201
```

## Properties
- orbital gap (alpha / beta) (Eh) = 0.2957 / 0.2992
- DFT total energy (eV) = -39029.2174
- energy above the lowest of the compared OMol25 structures with the same formula, charge and spin (kJ/mol) = 129.59


Entry 18:
2 unconnected molecules or ions with the total composition C3H6Cl2O2. Source: the OMol25 dataset; level of theory: wB97M-V/def2-TZVPD.

```
13
Properties=species:S:1:pos:R:3
H 2.50603 -0.87207 0.17107
H -1.47693 0.68993 1.69027
H 0.47409 -1.39417 -1.89897
H -2.56237 1.19079 0.34147
O -0.99367 0.06663 -0.20996
C -1.48450 1.06517 0.65845
H -0.82359 1.92978 0.48281
C 1.47238 -0.86908 0.42772
O 0.20138 -0.44225 -2.06090
H 0.56329 1.19209 -0.85551
Cl 1.23829 -0.27069 1.99649
Cl 0.75813 -2.47784 0.17959
C 0.12747 0.19171 -0.92252
```

## Properties
- orbital gap (Eh) = 0.3355
- DFT total energy (eV) = -32345.5419
- energy above the lowest of the compared OMol25 structures with the same formula, charge and spin (kJ/mol) = 306.20


Entry 19:
3 unconnected molecules or ions with the total composition C3H6Cl6. Source: the OMol25 dataset; level of theory: wB97M-V/def2-TZVPD.

```
15
Properties=species:S:1:pos:R:3
H 0.34827 1.89194 0.84508
C -2.42489 1.21965 1.89863
H 0.48175 -1.87847 -1.52305
H -3.30308 1.19781 2.54392
C 1.47223 -2.20584 -1.83905
Cl 1.61138 -4.04830 -2.00228
H 2.24713 -1.74727 -1.22477
Cl 0.96883 -0.37966 1.24228
Cl 1.60220 -1.54168 -3.44713
H 1.93833 1.53990 0.25262
Cl 0.35496 0.97080 -1.40046
Cl -2.12448 2.88188 1.25681
Cl -2.55348 0.00411 0.64568
C 0.91956 1.15349 0.28256
H -1.53871 0.94164 2.46917
```

## Properties
- orbital gap (alpha / beta) (Eh) = 0.0803 / 0.3617
- DFT total energy (eV) = -78341.8879
- spin multiplicity = 2
- energy above the lowest of the compared OMol25 structures with the same formula, charge and spin (kJ/mol) = 0.00
- charge = -1